{"formula": "C2H4ClFN2", "method": "ωB97M-V with the def2-TZVPD basis set", "symbols": ["N", "N", "C", "C", "F", "Cl", "H", "H", "H", "H"], "positions_angstrom": [[0.54, 0.39, -1.46], [-0.43, 1.02, -0.84], [-0.71, 0.65, 0.35], [-0.09, -0.55, 1.02], [-0.08, -1.66, 0.16], [1.55, -0.22, 1.65], [0.77, -0.56, -1.17], [0.53, 0.53, -2.47], [-1.43, 1.28, 0.88], [-0.67, -0.88, 1.88]], "orbital_gap_ev": 10.121, "lumo_energy_ev": 0.923, "smiles": "N/N=C\\[C@@H](F)Cl", "total_charge": 0}

***

{"formula": "C6H5NO2", "method": "ωB97M-V with the def2-TZVPD basis set", "symbols": ["C", "C", "C", "C", "C", "C", "N", "O", "O", "H", "H", "H", "H", "H"], "positions_angstrom": [[2.74, 1.74, 0.05], [1.78, 1.09, -0.48], [0.57, -1.58, -0.14], [1.91, -1.56, -0.16], [0.38, 0.83, -0.25], [-0.11, -0.39, 0.49], [2.93, -1.01, -0.02], [3.87, 2.13, 0.14], [4.06, -0.77, 0.13], [-0.05, -2.14, -0.77], [0.07, 1.61, 0.37], [-0.07, 0.99, -1.17], [-1.16, -0.33, 0.40], [0.25, -0.33, 1.54]], "orbital_gap_ev": [7.975, 6.909], "lumo_energy_ev": [-1.123, -1.596], "total_charge": 0}

***

{"formula": "H12O6", "method": "ωB97M-V with the def2-TZVPD basis set", "symbols": ["O", "H", "H", "O", "H", "H", "O", "H", "H", "O", "H", "H", "O", "H", "H", "O", "H", "H"], "positions_angstrom": [[-2.51, 1.84, 0.70], [-1.55, 1.86, 0.89], [-2.70, 2.77, 0.53], [0.75, 0.23, -1.90], [0.75, -0.61, -2.37], [1.66, 0.29, -1.61], [-0.13, -1.74, 1.48], [0.66, -2.19, 1.30], [-0.66, -1.89, 0.69], [3.35, 0.18, -1.28], [3.40, 0.00, -2.22], [2.87, -0.55, -0.90], [-2.77, -1.07, 1.20], [-2.90, -1.26, 0.28], [-2.03, -0.48, 1.31], [0.40, 1.19, 0.60], [0.98, 1.01, 1.32], [0.44, 0.42, -0.02]], "orbital_gap_ev": 10.493, "lumo_energy_ev": -0.256, "smiles": "O.O.O.O.O.O", "total_charge": 0}

***

{"formula": "C15H28HfN4O5SSe4", "method": "ωB97M-V with the def2-TZVPD basis set", "symbols": ["Hf", "C", "C", "N", "C", "C", "C", "C", "C", "C", "C", "N", "C", "C", "N", "N", "H", "H", "H", "H", "H", "H", "H", "H", "H", "H", "H", "H", "H", "H", "H", "H", "H", "H", "Se", "Se", "Se", "Se", "O", "S", "O", "O", "O", "C", "C", "O", "C", "C", "H", "H", "H", "H", "H", "H", "H", "H", "H", "H"], "positions_angstrom": [[1.57, -0.22, -0.87], [1.78, 2.48, -3.06], [0.34, 2.28, -2.93], [-0.02, 0.94, -2.49], [-1.42, 0.93, -1.93], [-1.38, 0.96, -0.43], [-2.46, 0.80, 0.34], [-2.34, 1.01, 1.72], [-1.15, 1.46, 2.22], [-0.08, 1.42, 1.40], [1.32, 1.82, 1.73], [2.36, 1.29, 0.79], [3.22, 2.34, 0.32], [2.56, 2.97, -0.89], [2.45, 1.95, -1.83], [-0.16, 1.20, 0.10], [2.03, 3.58, -3.13], [2.29, 1.94, -3.85], [-0.05, 2.49, -3.96], [-0.14, 3.00, -2.34], [0.01, 0.31, -3.27], [-2.02, 0.09, -2.29], [-1.95, 1.83, -2.23], [-3.44, 0.52, -0.10], [-3.19, 0.70, 2.31], [-0.92, 1.68, 3.27], [1.60, 1.53, 2.75], [1.37, 2.96, 1.71], [2.82, 0.52, 1.34], [4.25, 1.96, 0.02], [3.49, 3.05, 1.12], [3.17, 3.85, -1.23], [1.57, 3.33, -0.57], [3.31, 1.61, -2.24], [-0.23, -2.08, -1.35], [-0.19, -2.49, -3.48], [2.12, -2.87, -3.77], [2.75, -0.72, -3.25], [3.07, -1.45, -0.17], [2.51, -1.77, 1.22], [2.51, -3.16, 1.50], [1.14, -1.14, 1.04], [3.25, -1.00, 2.23], [-3.77, -2.74, -0.39], [-3.15, -3.18, 0.91], [-3.04, -2.11, 1.87], [-2.40, -2.57, 3.04], [-0.84, -2.58, 2.96], [-4.81, -2.32, -0.27], [-3.91, -3.60, -1.06], [-3.11, -2.00, -0.86], [-2.15, -3.55, 0.71], [-3.79, -4.00, 1.39], [-2.80, -3.53, 3.40], [-2.58, -1.88, 3.84], [-0.44, -3.35, 2.31], [-0.46, -2.86, 3.95], [-0.43, -1.61, 2.72]], "orbital_gap_ev": 7.072, "lumo_energy_ev": -0.292, "total_charge": 0}

***

{"formula": "C50H41Br2F4N3P2Ru", "method": "ωB97M-V with the def2-TZVPD basis set", "symbols": ["Ru", "F", "C", "C", "F", "C", "F", "C", "P", "C", "C", "C", "C", "C", "C", "C", "C", "C", "C", "C", "C", "C", "Br", "C", "F", "H", "H", "H", "H", "H", "H", "H", "H", "H", "H", "N", "P", "C", "C", "C", "C", "C", "C", "C", "C", "C", "C", "C", "C", "C", "C", "C", "C", "C", "C", "H", "H", "H", "H", "H", "H", "H", "H", "H", "H", "H", "H", "H", "H", "H", "C", "N", "C", "C", "C", "C", "C", "C", "C", "C", "H", "H", "H", "H", "H", "H", "H", "H", "H", "H", "H", "H", "Br", "C", "C", "C", "C", "C", "N", "H", "H", "H", "H"], "positions_angstrom": [[0.02, -0.09, 0.36], [-3.44, -5.67, 2.95], [-2.77, -4.54, 2.91], [-2.61, -3.78, 4.06], [-3.13, -4.20, 5.21], [-1.90, -2.59, 4.01], [-1.72, -1.94, 5.16], [-1.36, -2.10, 2.83], [-0.44, -0.52, 2.73], [-1.39, 0.59, 3.82], [-1.04, 0.88, 5.14], [-1.82, 1.75, 5.89], [-2.96, 2.32, 5.34], [-3.33, 2.01, 4.05], [-2.55, 1.16, 3.28], [1.10, -0.97, 3.61], [1.87, -0.02, 4.28], [3.11, -0.37, 4.81], [3.59, -1.66, 4.67], [2.84, -2.61, 3.99], [1.60, -2.26, 3.46], [-1.51, -2.90, 1.70], [-0.72, -2.42, 0.05], [-2.20, -4.10, 1.73], [-2.33, -4.84, 0.63], [-0.20, 0.40, 5.60], [-1.54, 1.97, 6.91], [-3.56, 3.00, 5.94], [-4.23, 2.43, 3.62], [-2.85, 0.94, 2.27], [1.53, 1.00, 4.38], [3.69, 0.38, 5.33], [4.55, -1.93, 5.09], [3.21, -3.62, 3.87], [1.03, -3.02, 2.93], [0.28, -0.14, -1.54], [1.08, 0.29, -2.82], [2.79, -0.30, -2.86], [3.88, 0.51, -2.58], [5.16, -0.04, -2.50], [5.38, -1.31, -3.03], [4.30, -2.13, -3.32], [3.01, -1.65, -3.16], [1.09, 2.09, -3.06], [0.65, 2.70, -4.23], [0.60, 4.08, -4.32], [0.99, 4.86, -3.25], [1.43, 4.26, -2.07], [1.47, 2.88, -1.98], [0.32, -0.37, -4.32], [-1.07, -0.46, -4.35], [-1.73, -0.84, -5.50], [-1.00, -1.14, -6.65], [0.39, -1.05, -6.63], [1.05, -0.66, -5.47], [3.74, 1.56, -2.36], [5.99, 0.64, -2.42], [6.39, -1.69, -3.11], [4.46, -3.14, -3.68], [2.17, -2.31, -3.33], [0.34, 2.09, -5.08], [0.24, 4.55, -5.23], [0.94, 5.94, -3.32], [1.72, 4.87, -1.23], [1.78, 2.42, -1.05], [-1.63, -0.23, -3.45], [-2.81, -0.91, -5.51], [-1.51, -1.44, -7.55], [0.96, -1.28, -7.52], [2.13, -0.58, -5.48], [-4.14, -1.25, 0.61], [-4.41, -0.59, -0.65], [-5.61, 0.21, -0.68], [-3.24, -0.04, -1.32], [-2.65, 1.20, -0.67], [-3.26, 2.43, -0.92], [-2.83, 3.61, -0.34], [-1.76, 3.58, 0.53], [-1.12, 2.37, 0.79], [-1.53, 1.18, 0.18], [-4.06, -2.34, 0.48], [-4.93, -1.06, 1.33], [-3.20, -0.90, 1.06], [-6.46, -0.40, -0.37], [-5.81, 0.53, -1.71], [-5.57, 1.10, -0.04], [-3.55, 0.22, -2.34], [-2.48, -0.81, -1.40], [-4.10, 2.46, -1.61], [-3.33, 4.54, -0.56], [-1.41, 4.48, 1.02], [-0.30, 2.36, 1.50], [2.48, 2.06, 1.68], [3.16, 0.42, 1.03], [4.53, 0.31, 0.85], [5.01, -0.85, 0.27], [4.14, -1.93, 0.13], [2.80, -1.72, 0.36], [2.30, -0.54, 0.75], [5.18, 1.15, 1.09], [6.07, -1.04, 0.30], [4.49, -2.89, -0.21], [2.08, -2.52, 0.23]], "orbital_gap_ev": [6.878, 6.692], "lumo_energy_ev": [-3.119, -3.287], "spin_multiplicity": 2, "total_charge": 1}

***

{"formula": "C15H33N9O18", "method": "ωB97M-V with the def2-TZVPD basis set", "symbols": ["C", "N", "O", "O", "H", "H", "H", "C", "N", "O", "O", "H", "H", "H", "C", "N", "O", "O", "H", "H", "H", "C", "N", "O", "O", "H", "H", "H", "C", "N", "O", "O", "H", "H", "H", "C", "N", "O", "O", "H", "H", "H", "C", "N", "O", "O", "H", "H", "H", "C", "N", "O", "O", "H", "H", "H", "C", "N", "O", "O", "H", "H", "H", "C", "C", "C", "C", "C", "C", "H", "H", "H", "H", "H", "H"], "positions_angstrom": [[-3.72, 1.47, 3.80], [-3.00, 0.24, 3.42], [-3.34, -0.76, 3.99], [-2.10, 0.30, 2.55], [-3.28, 2.35, 3.32], [-3.68, 1.65, 4.88], [-4.73, 1.33, 3.44], [2.35, 2.57, -3.21], [2.40, 3.98, -2.69], [3.28, 4.63, -3.21], [1.61, 4.30, -1.81], [1.44, 2.05, -2.93], [3.27, 2.11, -2.84], [2.31, 2.81, -4.27], [0.40, -0.16, 0.36], [1.64, 0.54, 0.03], [1.83, 1.66, 0.53], [2.28, 0.06, -0.90], [0.13, -1.06, -0.21], [-0.40, 0.56, 0.53], [0.60, -0.46, 1.39], [4.19, 3.67, 1.45], [3.75, 5.11, 1.51], [4.32, 5.93, 0.78], [2.77, 5.39, 2.22], [4.52, 3.59, 0.41], [3.34, 3.05, 1.72], [4.99, 3.41, 2.14], [-1.34, -4.41, 2.84], [-0.32, -3.26, 2.79], [-0.17, -2.77, 1.67], [-0.14, -2.70, 3.94], [-1.34, -4.91, 1.87], [-2.28, -3.90, 3.04], [-0.99, -5.07, 3.63], [-3.50, 0.52, -2.38], [-2.05, 0.58, -2.58], [-1.33, 1.09, -1.76], [-1.61, -0.04, -3.56], [-3.73, 0.18, -1.37], [-4.01, -0.20, -3.02], [-3.91, 1.52, -2.53], [4.03, -1.03, -3.66], [2.68, -1.41, -4.16], [2.67, -2.16, -5.18], [1.70, -0.90, -3.65], [4.73, -1.86, -3.73], [4.03, -0.59, -2.66], [4.20, -0.25, -4.40], [-0.96, 3.68, -0.75], [-1.17, 4.00, 0.66], [-0.50, 4.88, 1.16], [-1.79, 3.21, 1.34], [-0.08, 3.04, -0.72], [-0.81, 4.63, -1.26], [-1.85, 3.20, -1.16], [3.14, -1.81, 3.00], [3.76, -2.72, 2.00], [4.27, -2.19, 1.03], [3.90, -3.90, 2.36], [2.17, -2.24, 3.27], [3.07, -0.81, 2.58], [3.77, -1.85, 3.89], [-2.10, -3.11, -1.03], [-2.75, -2.33, -0.08], [-4.13, -2.53, 0.13], [-4.80, -3.56, -0.44], [-4.12, -4.34, -1.36], [-2.79, -4.08, -1.67], [-1.05, -2.93, -1.23], [-2.20, -1.61, 0.52], [-4.67, -1.85, 0.77], [-5.83, -3.76, -0.22], [-4.68, -5.09, -1.89], [-2.33, -4.68, -2.44]], "orbital_gap_ev": [7.051, 2.775], "lumo_energy_ev": [-4.827, -9.103], "spin_multiplicity": 2, "total_charge": 1}